# 1
DFT (ωB97M-V/def2-TZVPD) results for a molecular structure, C22H20F2N4O7Sn.

Geometry as XYZ:
```
56
Properties=species:S:1:pos:R:3
Sn 0.27 -0.10 0.21
O -1.34 -0.63 -2.14
C -0.54 -1.02 -3.25
C 0.47 0.07 -3.65
N 1.19 0.60 -2.48
C 1.10 2.05 -2.36
C -0.33 2.62 -2.51
O -0.39 3.80 -2.89
O -1.29 1.86 -2.20
C 2.58 0.15 -2.46
C 3.29 0.21 -1.08
O 4.53 0.27 -1.11
O 2.55 0.16 -0.05
H -1.44 0.37 -2.18
H -0.02 -1.95 -2.99
H -1.18 -1.23 -4.12
H 1.16 -0.34 -4.39
H -0.08 0.87 -4.13
H 1.46 2.32 -1.36
H 1.74 2.57 -3.08
H 2.61 -0.90 -2.76
H 3.21 0.71 -3.16
F 2.71 -4.74 -1.90
C 1.79 -4.29 -1.01
C 1.58 -2.94 -0.86
C 0.66 -2.46 0.07
C -0.05 -3.39 0.86
C 0.18 -4.74 0.63
F -0.52 -5.71 1.29
C 1.09 -5.22 -0.28
C -1.03 -2.88 1.88
C -1.66 -3.68 2.83
C -2.54 -3.11 3.73
C -2.79 -1.75 3.68
C -2.13 -1.01 2.71
N -1.28 -1.56 1.84
H 2.16 -2.24 -1.45
H 1.24 -6.29 -0.42
H -1.46 -4.74 2.89
H -3.03 -3.73 4.48
H -3.47 -1.26 4.37
H -2.25 0.07 2.61
C -1.95 4.38 0.44
N -1.07 3.92 1.51
C -0.18 4.74 2.13
C 0.68 4.29 3.05
C 0.70 2.86 3.37
O 1.43 2.43 4.27
N -0.11 2.04 2.63
C -1.03 2.53 1.77
O -1.84 1.82 1.14
H -2.11 5.45 0.55
H -2.89 3.85 0.50
H -1.53 4.18 -0.55
H -0.23 5.78 1.83
H 1.38 4.96 3.54
```

Charge: -2
Energy relative to the best compared isomer or geometry (same formula, charge and spin) (eV): 1.066
F_max (eV Å⁻¹): 0.953


# 2
DFT (ωB97M-V/def2-TZVPD) results for 9 unconnected molecules or ions with the total composition C52H48F8O2S at a distorted geometry.

Geometry as XYZ:
```
111
Properties=species:S:1:pos:R:3
O -2.43 -0.87 -1.50
S -1.42 -0.28 -0.59
O -1.18 -0.73 0.75
C 0.16 -0.37 -1.40
C 0.61 1.03 -1.57
C -0.30 1.91 -0.61
C -1.57 1.42 -0.63
H -0.15 -0.80 -2.47
H 0.99 -0.94 -0.88
H 1.74 1.16 -1.39
H 0.34 1.28 -2.46
H -0.32 3.08 -0.74
H 0.08 1.72 0.44
H -2.08 1.74 -1.63
H -2.21 1.62 0.25
F 1.23 -4.87 2.12
C 0.17 -5.22 1.28
C 0.04 -6.62 1.04
C -1.07 -7.00 0.29
C -1.93 -6.11 -0.24
C -1.61 -4.79 -0.18
C -0.64 -4.24 0.68
H 0.53 -7.41 1.36
H -1.09 -8.01 0.13
H -2.82 -6.44 -0.85
H -2.24 -4.15 -0.82
H -0.36 -3.27 0.95
F -0.02 7.04 -0.45
C 0.93 6.15 -0.12
C 2.23 6.26 -0.53
C 3.32 5.47 -0.03
C 2.98 4.45 0.86
C 1.67 4.17 1.23
C 0.54 5.05 0.82
H 2.57 6.86 -1.21
H 4.31 5.73 -0.36
H 3.81 3.78 1.40
H 1.47 3.30 1.93
H -0.40 4.84 1.21
F 0.85 4.58 -4.46
C -0.47 4.50 -4.19
C -1.08 4.75 -2.96
C -2.43 4.67 -2.83
C -3.27 4.16 -3.91
C -2.64 3.90 -5.11
C -1.31 4.04 -5.31
H -0.29 4.92 -2.18
H -2.77 5.04 -1.89
H -4.33 4.17 -4.06
H -3.23 3.50 -5.86
H -0.70 3.71 -6.10
F 1.86 0.57 -4.81
C 0.79 -0.25 -5.03
C 0.79 -1.61 -5.09
C -0.34 -2.40 -5.14
C -1.57 -1.68 -5.19
C -1.71 -0.30 -4.99
C -0.48 0.45 -4.95
H 1.78 -2.09 -4.99
H -0.09 -3.40 -5.11
H -2.47 -1.94 -5.29
H -2.70 0.00 -5.14
H -0.62 1.37 -4.83
F 2.55 -5.17 -3.38
C 3.34 -4.05 -3.48
C 3.23 -2.95 -2.66
C 4.06 -1.76 -2.84
C 5.01 -1.70 -3.96
C 5.03 -2.92 -4.79
C 4.29 -4.10 -4.57
H 2.50 -3.14 -1.84
H 4.11 -0.88 -2.24
H 5.64 -0.89 -3.87
H 5.87 -2.87 -5.53
H 4.29 -4.90 -5.34
F 3.89 -0.90 1.94
C 2.96 -0.33 2.80
C 1.54 -0.22 2.46
C 0.67 0.57 3.18
C 1.21 1.25 4.35
C 2.58 1.23 4.63
C 3.44 0.49 3.82
H 1.33 -0.77 1.59
H -0.27 0.74 2.92
H 0.66 1.69 5.30
H 2.95 1.78 5.26
H 4.31 0.56 3.89
F -2.34 -4.99 7.11
C -2.16 -4.19 6.04
C -2.71 -4.58 4.82
C -2.45 -3.86 3.68
C -1.58 -2.77 3.72
C -1.03 -2.26 4.95
C -1.42 -3.01 6.05
H -3.34 -5.38 4.97
H -2.94 -4.17 2.60
H -1.45 -2.30 2.66
H -0.41 -1.41 4.83
H -1.23 -2.66 7.08
F -3.58 0.88 2.41
C -3.07 1.43 3.55
C -2.33 2.75 3.53
C -1.89 3.25 4.74
C -2.15 2.60 5.96
C -2.92 1.38 5.94
C -3.23 0.88 4.81
H -2.19 3.28 2.70
H -1.42 4.23 4.84
H -2.09 3.01 6.93
H -3.00 0.69 6.92
H -3.67 -0.16 4.88
```

Charge: 0
Structure (SMILES): O=S1(=O)CCCC1.Fc1ccccc1.Fc1ccccc1.Fc1ccccc1.Fc1ccccc1.Fc1ccccc1.Fc1ccccc1.Fc1ccccc1.Fc1ccccc1
Energy relative to the best compared isomer or geometry (same formula, charge and spin) (eV): 0.000
F_max (eV Å⁻¹): 14.463


# 3
DFT (ωB97M-V/def2-TZVPD) results for a molecular structure, C2H3NO at a distorted geometry.

Geometry as XYZ:
```
7
Properties=species:S:1:pos:R:3
C 0.76 -0.44 0.01
C -0.30 -0.11 0.78
N -0.46 0.29 -1.26
O -1.22 0.39 -0.01
H 1.52 -1.28 -0.21
H -0.33 0.00 1.82
H 0.04 1.15 -1.12
```

Charge: 0
Energy relative to the best compared isomer or geometry (same formula, charge and spin) (eV): 5.281
F_max (eV Å⁻¹): 4.135


# 4
DFT (ωB97M-V/def2-TZVPD) results for a gas-phase ion, C3H2O6S (charge -2) at a distorted geometry.

Geometry as XYZ:
```
12
Properties=species:S:1:pos:R:3
O -0.11 -2.46 0.95
C -0.74 -1.42 1.04
O -1.72 -1.14 1.76
C -0.34 -0.27 0.11
S 1.26 1.26 0.44
O 1.12 1.85 1.75
O 2.53 0.64 0.24
O 0.99 2.19 -0.70
C -0.57 -0.25 -1.31
O -1.37 0.50 -0.38
H 0.13 0.14 -2.15
H -1.18 -1.04 -1.77
```

Charge: -2
Structure (SMILES): O=C([O-])[C@@]1(S(=O)(=O)[O-])CO1
Energy relative to the best compared isomer or geometry (same formula, charge and spin) (eV): 0.303
F_max (eV Å⁻¹): 3.496


# 5
DFT (ωB97M-V/def2-TZVPD) results for a molecular structure, C29H41AsBrClNO4P2Si2Y at a distorted geometry.

Geometry as XYZ:
```
83
Properties=species:S:1:pos:R:3
Y -0.05 -0.60 0.24
Cl 4.95 -4.90 -3.72
C 3.75 -4.18 -2.68
C 2.93 -5.00 -1.89
C 1.98 -4.47 -1.06
C 1.78 -3.06 -0.98
O 0.86 -2.58 -0.22
C 2.64 -2.25 -1.77
C 2.60 -0.81 -1.71
O 1.91 -0.12 -0.96
C 3.60 -2.83 -2.62
H 3.06 -6.08 -1.94
H 1.34 -5.10 -0.46
H 3.28 -0.30 -2.41
H 4.23 -2.18 -3.22
Br -1.15 -2.20 -2.71
C -2.34 -2.60 -1.30
C -3.41 -3.45 -1.48
C -4.19 -3.73 -0.37
C -3.87 -3.17 0.86
C -2.79 -2.32 0.93
N -2.05 -2.03 -0.14
C -2.32 -1.69 2.23
O -3.00 -1.83 3.23
O -1.20 -1.06 2.11
H -3.61 -3.88 -2.45
H -5.03 -4.40 -0.47
H -4.44 -3.38 1.76
C 1.97 -1.83 3.57
P 2.30 -0.88 2.04
C 3.81 -1.73 1.47
C 2.96 0.72 2.66
C 4.30 0.90 3.00
C 4.76 2.14 3.43
C 3.89 3.21 3.52
C 2.56 3.05 3.20
C 2.07 1.81 2.77
P 0.31 1.53 2.36
C -0.36 3.20 2.07
C -0.39 1.18 4.02
H 2.76 -1.67 4.31
H 1.94 -2.89 3.31
H 1.00 -1.57 3.99
H 4.50 -1.91 2.30
H 4.32 -1.15 0.70
H 3.53 -2.70 1.05
H 5.00 0.08 2.93
H 5.81 2.26 3.68
H 4.25 4.18 3.85
H 1.88 3.89 3.27
H -0.30 3.83 2.97
H -1.41 3.09 1.79
H 0.16 3.68 1.24
H -0.11 1.98 4.71
H -0.03 0.23 4.40
H -1.47 1.11 3.94
C -3.31 3.83 -0.30
Si -3.14 1.99 -0.59
C -4.36 1.54 -1.93
C -3.68 1.09 0.96
As -0.91 1.50 -1.04
Si -0.80 1.75 -3.35
C -1.94 0.84 -4.52
C 0.94 1.28 -3.85
C -1.05 3.56 -3.71
H -4.34 4.18 -0.50
H -2.63 4.37 -0.96
H -3.06 4.10 0.73
H -5.37 1.72 -1.54
H -4.28 0.49 -2.22
H -4.22 2.16 -2.82
H -4.47 1.66 1.47
H -2.86 0.94 1.67
H -4.09 0.11 0.72
H -1.64 -0.20 -4.67
H -1.86 1.36 -5.48
H -2.98 0.85 -4.21
H 1.09 0.19 -3.81
H 1.67 1.76 -3.20
H 1.13 1.60 -4.89
H -2.11 3.83 -3.64
H -0.71 3.82 -4.72
H -0.51 4.17 -2.98
```

Charge: 0
Energy relative to the best compared isomer or geometry (same formula, charge and spin) (eV): 0.649
F_max (eV Å⁻¹): 2.233


# 6
DFT (ωB97M-V/def2-TZVPD) results for a molecular structure, C37H36BF3O3S at a distorted geometry.

Geometry as XYZ:
```
81
Properties=species:S:1:pos:R:3
C 0.59 -5.94 2.09
C 0.33 -4.54 1.71
C -0.42 -3.58 2.39
C -0.03 -2.25 2.01
C 1.17 -2.16 1.31
B -1.12 -1.50 -1.20
C -2.31 -1.03 -0.36
C -2.28 0.19 0.34
C -3.44 0.70 0.91
C -4.61 -0.05 0.83
C -5.89 0.52 1.37
F -6.78 0.69 0.33
F -6.48 -0.34 2.26
F -5.75 1.72 2.00
C -4.65 -1.30 0.23
C -3.48 -1.81 -0.31
O -0.05 -0.66 -1.54
C -0.12 -0.84 -2.97
C -1.30 0.05 -3.43
C 1.16 -0.34 -3.58
C -0.43 -2.41 -3.10
C -1.36 -2.80 -4.23
C 0.85 -3.23 -3.14
O -1.13 -2.70 -1.87
S 1.38 -3.75 0.59
H 1.34 -5.92 2.90
H -0.33 -6.39 2.45
H 1.04 -6.51 1.28
H -1.11 -3.80 3.22
H -0.55 -1.36 2.33
H -1.35 0.74 0.45
H -3.43 1.66 1.41
H -5.58 -1.85 0.18
H -3.47 -2.82 -0.71
H -1.37 0.09 -4.53
H -2.28 -0.26 -3.02
H -1.13 1.06 -3.04
H 1.11 -0.51 -4.67
H 1.29 0.73 -3.35
H 2.04 -0.86 -3.17
H -0.97 -2.53 -5.21
H -1.49 -3.89 -4.20
H -2.34 -2.34 -4.07
H 1.31 -3.19 -4.14
H 1.58 -2.88 -2.40
H 0.64 -4.29 -2.95
C 0.95 7.79 2.51
C 1.66 6.77 1.89
C 1.25 5.44 2.01
C 0.08 5.17 2.72
O -0.35 3.89 3.03
C 0.13 2.75 2.40
C 0.28 1.65 3.23
C 0.89 0.52 2.72
C 1.24 0.40 1.38
C 1.97 -0.95 1.05
C 2.86 -0.88 -0.22
C 3.35 -2.02 -0.84
C 4.34 -1.94 -1.82
C 4.85 -0.70 -2.21
C 4.35 0.44 -1.59
C 3.40 0.34 -0.59
C 0.89 1.45 0.51
C 0.39 2.65 1.04
C -0.66 6.19 3.36
C -0.21 7.50 3.25
H 1.30 8.83 2.44
H 2.56 6.99 1.31
H 1.81 4.62 1.56
H 0.02 1.75 4.28
H 1.01 -0.32 3.41
H 2.76 -1.05 1.85
H 3.01 -3.02 -0.53
H 4.72 -2.86 -2.25
H 5.67 -0.65 -2.92
H 4.73 1.42 -1.85
H 3.09 1.23 -0.04
H 0.94 1.38 -0.58
H 0.20 3.52 0.41
H -1.54 5.90 3.93
H -0.76 8.29 3.75
```

Charge: 0
Energy relative to the best compared isomer or geometry (same formula, charge and spin) (eV): 0.000
F_max (eV Å⁻¹): 3.583


# 7
DFT (ωB97M-V/def2-TZVPD) results for 3 unconnected molecules or ions with the total composition C4H16N2O2 at a distorted geometry.

Geometry as XYZ:
```
24
Properties=species:S:1:pos:R:3
C 0.60 -2.37 -0.73
N 1.00 -1.04 -0.29
C 0.00 -0.10 -0.89
C 0.11 1.32 -0.41
C 1.34 2.02 -1.04
N -1.21 1.94 -0.63
H 1.12 -3.12 -0.07
H -0.43 -2.58 -0.45
H 0.95 -2.79 -1.68
H 1.96 -0.88 -0.58
H -0.02 -0.14 -1.99
H -0.94 -0.53 -0.55
H 0.27 1.47 0.66
H 1.27 2.96 -1.58
H 1.73 1.39 -1.84
H 2.12 2.12 -0.29
H -1.57 1.69 -1.54
H -1.35 2.88 -0.30
O -2.91 0.89 2.38
H -2.02 0.54 2.41
H -3.45 0.18 2.00
O 0.61 -2.24 2.76
H 0.29 -1.33 2.86
H 0.54 -2.28 1.79
```

Charge: 0
Structure (SMILES): CNC[C@@H](C)N.O.O
Energy relative to the best compared isomer or geometry (same formula, charge and spin) (eV): 1.413
F_max (eV Å⁻¹): 3.230


# 8
DFT (ωB97M-V/def2-TZVPD) results for a single C5H6O molecule at a distorted geometry.

Geometry as XYZ:
```
12
Properties=species:S:1:pos:R:3
C -1.79 -0.06 -0.05
C -0.28 0.03 -0.07
C 0.73 -1.00 0.05
C 1.90 -0.36 0.26
O 1.75 0.98 0.18
C 0.42 1.19 -0.04
H -2.24 0.90 -0.30
H -2.15 -0.33 0.95
H -2.18 -0.81 -0.75
H 0.81 -1.97 -0.43
H 2.88 -0.77 0.43
H 0.15 2.21 -0.23
```

Charge: 0
Structure (SMILES): Cc1ccoc1
Energy relative to the best compared isomer or geometry (same formula, charge and spin) (eV): 0.744
F_max (eV Å⁻¹): 1.326


So what do the calculations give for frontier orbital gap? Going down the list: 6.759 9.269 10.413 7.039 6.517 8.645 9.684 9.784 eV.
So what do the calculations give for M? Going down the list: 609.13 889.01 57.05 166.11 864.96 628.56 124.18 82.10 g mol⁻¹.